Computed, not measured: a 2-piece molecular cluster, C18H26F16NO3PS overall, with the ωB97M-V functional and the def2-TZVPD basis.

The largest force on an atom comes out at 2.28 eV/Å. As for the HOMO energy: -10.30 eV. The value obtained for the LUMO energy is -0.06032 Eh. As for the HOMO-LUMO gap: 8.66 eV.

```
66
Properties=species:S:1:pos:R:3:forces:R:3
C 1.187 -3.966 1.893 0.45 0.54 0.16
C 1.430 -2.571 2.479 0.01 -0.28 -0.41
C 2.510 -1.896 1.643 0.09 0.08 0.53
C 0.095 -1.809 2.579 0.24 -0.23 0.12
C 0.139 -0.272 2.431 0.40 -0.34 -0.03
C -0.123 0.112 1.029 0.00 0.22 0.90
N 0.660 0.775 0.264 -0.89 0.38 -0.16
C 1.959 1.344 0.598 0.64 0.74 0.20
C 1.939 2.894 0.694 0.05 -0.37 -0.16
O 0.610 3.358 0.865 -0.09 -0.09 0.02
C 0.065 0.896 -1.095 1.03 -0.70 -1.23
C 0.596 1.972 -2.023 -0.59 -0.29 0.18
C 1.918 1.503 -2.609 0.42 -0.13 0.28
C 1.862 0.987 -4.025 0.15 0.12 0.45
F 2.815 2.522 -2.445 0.38 0.67 -0.54
C -1.407 0.598 -0.978 0.21 -0.41 0.19
C -1.402 -0.259 0.329 -1.01 0.69 -1.52
S -2.905 0.073 1.270 -0.41 1.15 1.92
O -2.757 -0.290 2.645 0.35 -1.17 -0.17
O -3.351 1.417 1.092 0.04 0.09 -1.16
C -4.242 -1.064 0.603 -0.46 -0.35 0.73
F -5.045 -1.286 1.664 0.36 0.13 -0.41
F -3.715 -2.246 0.226 0.10 0.46 -0.15
C -5.107 -0.423 -0.503 -0.08 0.68 -0.71
F -5.898 0.542 0.007 0.44 -0.62 0.00
F -4.277 0.171 -1.412 -0.09 -0.42 0.27
C -5.995 -1.410 -1.311 -0.31 -0.21 -0.42
F -5.225 -2.279 -2.005 -0.07 0.34 0.34
F -6.688 -0.675 -2.206 0.24 -0.06 0.42
C -7.023 -2.244 -0.491 -0.75 -0.43 -0.36
F -6.414 -3.247 0.159 -0.29 0.67 -0.12
F -7.717 -1.477 0.363 0.55 -0.50 -0.35
F -7.889 -2.782 -1.376 0.49 0.24 0.60
H 0.402 -4.504 2.411 -0.19 -0.18 -0.05
H 0.984 -3.861 0.829 -0.36 -0.14 -0.14
H 2.123 -4.508 1.963 0.04 -0.39 0.08
H 1.830 -2.709 3.481 0.06 0.11 0.20
H 2.919 -1.054 2.191 0.07 0.38 -0.21
H 2.172 -1.600 0.653 -0.12 0.15 -0.14
H 3.353 -2.561 1.495 0.10 -0.24 -0.05
H -0.566 -2.248 1.837 -0.27 0.09 -0.17
H -0.355 -2.056 3.533 -0.19 0.05 0.19
H -0.618 0.187 3.052 -0.27 0.03 0.04
H 1.087 0.127 2.760 0.23 0.03 0.06
H 2.324 0.975 1.540 -0.25 -0.44 0.19
H 2.712 1.076 -0.135 0.02 -0.23 -0.17
H 2.566 3.162 1.536 0.05 0.10 0.16
H 2.414 3.296 -0.193 -0.01 0.16 -0.16
H 0.502 4.121 0.296 -0.14 0.26 0.11
H 0.459 -0.008 -1.572 0.04 -0.23 0.02
H 0.688 2.929 -1.535 0.11 0.20 0.03
H -0.134 2.087 -2.819 -0.20 0.07 -0.11
H 2.324 0.683 -2.013 0.00 -0.10 0.13
H 1.157 0.159 -4.030 -0.22 -0.07 -0.25
H 1.577 1.758 -4.731 -0.13 0.09 -0.17
H 2.836 0.583 -4.270 0.20 0.03 -0.24
H -1.652 -0.025 -1.830 -0.21 -0.19 -0.07
H -2.113 1.417 -1.028 0.21 0.45 0.62
H -1.451 -1.290 -0.011 0.23 -0.38 0.55
F 4.935 2.195 0.753 -0.42 0.61 -0.09
P 5.994 2.134 -0.539 0.86 0.25 -0.34
F 4.733 1.183 -1.094 0.20 -0.78 0.16
F 6.924 1.187 -1.518 0.11 0.61 -0.13
F 5.730 3.011 -1.911 -0.88 -0.10 0.36
F 7.077 1.561 0.560 -0.83 -0.41 0.25
F 6.462 3.623 -0.015 0.55 -0.39 -0.09
```
Forces are in eV/Å.